1.
This record from OMol25 describes an isolated molecule of C12H20O at a distorted geometry. The level of theory is wB97M-V/def2-TZVPD.

The calculation puts the energy above the lowest of the compared OMol25 structures with the same formula, charge and spin at 22.75 kJ/mol. Its LUMO energy is 0.8420 eV. As for the SMILES: O=C1CCC(C2CCCCC2)CC1. For the HOMO-LUMO gap, the calculation gives 10.18 eV. The calculation puts the total energy at -14815.9756 eV.

CARTESIAN COORDINATES (ANGSTROEM)
O  -2.8710  -2.3109  -2.4565
C  -1.1118  0.4451  -0.9179
C  1.4710  -0.6257  0.9755
C  0.7488  1.7420  1.2788
C  2.6822  1.2027  -0.2605
C  -1.5698  -1.4551  0.7829
C  -2.4616  -0.0880  -1.4851
C  0.2893  0.2856  1.2911
C  -1.5027  -2.2565  -0.5074
C  -2.3213  -1.6082  -1.6226
C  -1.0450  0.0167  0.5826
C  2.1904  -0.2390  -0.3594
C  1.5767  2.1843  0.0813
H  -2.5780  -1.3754  1.1695
H  -0.9717  -1.9471  1.5743
H  -0.1380  2.3793  1.3682
H  -1.9024  -3.3015  -0.3786
H  3.0790  -0.9211  -0.4320
H  3.2765  1.4672  -1.1815
H  1.6080  -0.3605  -1.2859
H  2.2664  -0.4746  1.7624
H  0.1124  0.0983  2.3626
H  -3.3299  0.1999  -0.8711
H  -1.0980  1.5253  -0.9111
H  -0.2892  0.0862  -1.5004
H  1.9535  3.1953  0.2678
H  0.8701  2.2166  -0.7960
H  3.3700  1.2469  0.6220
H  -0.4479  -2.3374  -0.9162
H  -1.7797  0.6373  1.0435
H  1.2166  -1.7029  1.0427
H  1.3648  1.8329  2.1569
H  -2.6576  0.2423  -2.4798

2.
This record from OMol25 describes a cluster of 3 separate species, C12H20O7 in total at a distorted geometry. The level of theory is wB97M-V/def2-TZVPD.

The calculation puts the energy above the lowest of the compared OMol25 structures with the same formula, charge and spin at 1249.65 kJ/mol. Its LUMO energy is 0.4894 eV. As for the SMILES: C[C@H]1COC(=O)O1.C[C@H]1COC(=O)O1.C1CCOC1. For the HOMO-LUMO gap, the calculation gives 8.77 eV. The calculation puts the total energy at -27089.1971 eV.

CARTESIAN COORDINATES (ANGSTROEM)
O  0.3920  2.2802  3.3813
O  -0.4592  -1.6425  0.4220
O  -2.0541  1.2520  -3.1398
O  0.0925  2.2048  -2.9601
O  0.8919  0.2171  1.0262
O  -0.3385  0.1106  -0.8815
O  -0.1121  0.0121  -2.8263
C  -0.7993  1.1706  -3.0101
C  -0.8376  1.5423  3.5903
C  1.1736  0.3208  -2.2457
C  -0.4423  0.2825  2.8163
C  2.2221  -0.5446  -3.0555
C  1.3293  1.8216  -2.5218
C  0.0804  -0.3788  0.2620
C  -1.3786  -0.6616  -1.4580
C  1.5206  1.4278  3.3206
C  1.0212  0.0378  3.0107
C  -1.3080  -2.0153  -0.6343
C  -2.6384  -2.5732  0.0039
H  -1.1356  -0.5568  2.8702
H  -0.5005  0.4068  1.7350
H  -2.5610  -3.5047  0.5646
H  1.8375  1.4538  4.3632
H  -2.9004  -1.9031  0.8226
H  3.2629  -0.2568  -2.9066
H  2.1241  -0.4908  -4.1398
H  1.3768  -0.7053  3.7244
H  1.1697  0.1400  -1.1709
H  -1.1338  1.3493  4.6214
H  -1.3008  -0.7800  -2.5388
H  2.4362  1.7366  2.8161
H  -0.8994  -2.7725  -1.3035
H  2.1348  -1.6310  -3.0460
H  1.5342  -0.3742  2.1417
H  -2.4145  -0.4456  -1.1965
H  2.1305  1.9743  -3.2449
H  -3.4350  -2.6869  -0.7314
H  1.6855  2.3043  -1.6117
H  -1.7670  1.8782  3.1305

3.
This record from OMol25 describes a cluster of 2 separate species, C12H21BF4I3NO3 in total at a distorted geometry. The level of theory is wB97M-V/def2-TZVPD.

Its LUMO energy is -1.8971 eV. For the HOMO-LUMO gap, the calculation gives 7.83 eV. The calculation puts the total energy at -56266.2793 eV.

CARTESIAN COORDINATES (ANGSTROEM)
I  3.4419  -2.3631  2.8408
I  0.5973  2.3852  3.1722
I  0.5375  -2.7170  -1.2498
F  -3.2880  4.7878  0.2085
F  -1.7899  3.7969  -1.2374
F  -4.0540  3.6729  -1.6542
F  -3.1263  2.4800  0.0973
O  2.5988  0.1388  1.0312
O  -1.9124  1.3913  -3.2196
O  -3.5426  0.4360  -4.3352
N  1.4053  -0.5421  0.9051
C  -2.7943  0.3731  -3.4389
C  0.4524  -0.2256  4.6395
C  0.5452  0.2720  -0.0723
C  0.2052  1.6303  -2.0757
C  1.5827  -1.9494  0.4623
C  -0.5332  0.9663  -3.2622
C  2.3470  -2.8194  1.0865
C  2.4906  -4.2581  0.6093
C  -2.8305  -0.8378  -2.4935
C  1.1268  0.2891  3.3340
C  0.5672  -0.5667  2.1947
C  1.2372  0.6885  -1.3678
B  -3.0758  3.6951  -0.6507
H  2.4274  1.0993  1.0905
H  0.6950  0.3969  5.5011
H  -0.4351  -0.1898  -0.2186
H  2.1312  1.3029  -1.2113
H  2.1989  0.2007  3.4939
H  -0.5137  1.9346  -1.3010
H  0.4177  -1.5796  2.5766
H  -0.6345  -0.1898  4.4777
H  2.8131  -4.3075  -0.4327
H  -2.1183  -1.5661  -2.9069
H  1.5720  -4.8174  0.8168
H  0.7117  -1.2838  4.7870
H  0.6804  2.5632  -2.3902
H  0.3430  1.2051  0.4773
H  -0.1408  1.4211  -4.1815
H  -0.4339  -0.1812  1.9723
H  1.5456  -0.1294  -2.0272
H  -2.4523  -0.5181  -1.5133
H  -3.8458  -1.2248  -2.4620
H  -0.4283  -0.1253  -3.2774
H  3.2785  -4.7352  1.2048

4.
This record from OMol25 describes a structure of composition C12H21BiBrN5O2. The level of theory is wB97M-V/def2-TZVPD.

The calculation puts the energy above the lowest of the compared OMol25 structures with the same formula, charge and spin at 0.00 kJ/mol. Its LUMO energy is -6.3155 eV. Its total charge is +2. For the HOMO-LUMO gap, the calculation gives 9.49 eV. The calculation puts the total energy at -100199.9322 eV.

CARTESIAN COORDINATES (ANGSTROEM)
Bi  -0.7334  -0.4381  0.1391
Br  -3.6288  1.4134  1.5139
O  -0.1430  1.3133  -3.6595
O  0.1018  0.3602  -1.6567
N  -0.1005  -2.4591  -1.3847
N  1.5839  -1.0002  0.4950
N  -2.1743  1.4064  -0.7976
N  0.2712  1.5523  0.9586
N  -0.2274  -1.0732  2.8146
C  -2.6131  2.5499  -2.8385
C  -0.5469  1.1157  -2.5538
C  1.6968  -1.9953  1.6007
C  -3.2823  1.9079  -0.2784
C  1.1665  -1.5434  2.9476
C  -3.7797  3.0663  -2.2840
C  1.3277  -2.8193  -1.2366
C  2.1307  -1.6243  -0.7553
C  -1.8376  1.7212  -2.0552
C  -4.1284  2.7489  -0.9782
C  2.3516  0.2495  0.7551
C  1.6007  1.3037  1.5590
H  -0.6732  -3.2982  -1.3789
H  -5.0234  3.1395  -0.5162
H  1.1343  -2.8791  1.2975
H  -0.4487  -0.4116  3.5528
H  1.4457  1.0164  2.5927
H  -4.4176  3.7188  -2.8650
H  0.3613  2.1246  0.1208
H  2.1264  -0.8571  -1.5257
H  1.2507  -2.3884  3.6331
H  2.7448  -2.2939  1.6976
H  3.1653  -1.9267  -0.5730
H  -0.8650  -1.8508  2.9667
H  -0.3315  2.0604  1.6022
H  3.2944  0.0097  1.2539
H  -0.2383  -2.0217  -2.2931
H  2.5985  0.6749  -0.2179
H  1.7815  -0.7541  3.3724
H  1.4039  -3.6654  -0.5570
H  -2.3004  2.7750  -3.8483
H  1.7578  -3.1442  -2.1849
H  2.1979  2.2160  1.5653

5.
This record from OMol25 describes the ion C12H21F3N3O2S with charge +1 at a distorted geometry. The level of theory is wB97M-V/def2-TZVPD.

Its LUMO energy is -4.9897 eV. Its total charge is +1. For the HOMO-LUMO gap, the calculation gives 7.77 eV. The calculation puts the total energy at -40322.2898 eV.

CARTESIAN COORDINATES (ANGSTROEM)
S  0.6490  -0.6391  1.3321
F  0.9429  3.1237  -2.1224
F  -1.1867  2.0059  -2.1700
F  -0.6983  3.7584  -0.5108
O  2.5733  1.8560  0.0968
O  -5.6506  0.2563  -1.1533
N  3.1885  -1.0835  0.7218
N  0.3156  1.4401  -0.3531
N  -1.1420  -2.7246  -1.5283
C  -0.1438  -1.7444  -1.5476
C  5.6163  -0.5083  1.1948
C  1.7058  0.8210  -0.5694
C  -0.1419  2.5929  -1.2258
C  1.9510  -0.7182  -0.0671
C  4.4733  -0.7481  -0.0024
C  -4.4112  0.4356  1.1391
C  1.3822  -1.9752  -0.9540
C  -1.8340  1.2273  1.2966
C  -5.4465  -0.3900  0.1622
C  -0.3354  0.8284  0.6919
C  -2.9026  0.2269  0.5038
H  -2.1548  2.3290  1.0380
H  2.0620  0.8594  -1.6815
H  -6.5064  -0.4449  0.6996
H  -1.9200  1.0619  2.4563
H  1.3449  -2.9616  -0.2850
H  -2.4704  -0.8602  0.6569
H  -4.5984  1.5907  1.1887
H  2.5944  1.6312  1.0933
H  -5.8483  1.2259  -0.9906
H  -4.4204  -0.1065  2.1792
H  -5.0569  -1.4894  0.0277
H  -2.8209  0.5393  -0.6365
H  -0.7015  -3.5593  -1.0815
H  5.0724  -0.3688  2.2457
H  6.2297  -1.5062  1.2863
H  4.4161  0.1738  -0.7205
H  2.0546  -2.2503  -1.8832
H  -0.4415  -0.6750  -1.9844
H  3.1758  -2.1433  0.8205
H  4.9098  -1.6442  -0.6531
H  6.3676  0.3539  0.9429

Question: Which value of total energy does entry 3 give?
Answer: -56266.2793 eV

Question: total energy of number 5 (C12H21F3N3O2S)?
Answer: -40322.2898 eV

Question: Among the records above, which one has the highest total energy?
Answer: C12H20O